C7H8NO5 | the ωB97M-V functional and the def2-TZVPD basis

Each line ends with the Mulliken charge.
Cartesian coordinates (Å):
1 C -1.81910 1.63822 -0.64887  -0.037
2 C -1.92823 -0.31230 0.46327  0.767
3 C -0.08443 -1.27889 -0.81910  0.315
4 C 0.85475 -1.47134 1.41093  -1.763
5 C 1.91817 1.04900 -1.08531  -0.785
6 C -0.63201 0.50862 0.76286  -0.168
7 C 0.59556 -0.51393 0.29371  1.358
8 N -0.67816 1.72366 -0.07716  -0.854
9 O -2.65587 0.65175 -0.50693  -0.445
10 O 0.54455 -1.80885 -1.70547  -0.684
11 O -2.67193 -0.83599 1.24732  -0.744
12 O -1.35807 -1.37867 -0.66823  -0.443
13 O 1.81509 0.22727 0.09864  -0.529
14 H -1.99406 2.37894 -1.45526  0.387
15 H 1.67422 -1.12407 2.04036  0.358
16 H 1.10118 -2.45925 0.81852  0.296
17 H -0.02657 -1.58291 1.86868  0.484
18 H 2.49831 1.79735 -0.70522  0.408
19 H 0.93668 1.53221 -1.19660  0.333
20 H 2.43570 0.65696 -1.93454  0.224
21 H -0.52577 0.60222 1.79839  0.520

Properties
**HOMO**: -5.04 eV
**Gap between HOMO and LUMO**: 0.32350 hartree
**Strongest force on any atom**: 5.09 eV/Å
**Charge**: -1
**Energy above the lowest of the compared OMol25 structures with the same formula, charge and spin**: 34.9 kJ/mol
**E_tot**: -19116.44879 eV

---

ClH10NaO5 | the ωB97M-V functional and the def2-TZVPD basis

Each line ends with the Mulliken charge.
Cartesian coordinates (Å):
1 Na -2.61566 -1.89134 -1.63838  0.869
2 Cl -0.89803 -0.20973 -0.39699  -0.763
3 O 2.17826 -0.41151 -1.82374  -0.608
4 H 1.40290 -0.24994 -1.25878  0.322
5 H 1.80114 -0.62725 -2.68272  0.284
6 O 1.21419 -2.73600 1.39176  -0.603
7 H 1.01753 -1.80469 1.22148  0.362
8 H 0.74632 -3.20130 0.69297  0.278
9 O -1.67879 -0.29014 2.80534  -0.608
10 H -1.42018 -0.11751 1.88191  0.281
11 H -1.69873 0.57368 3.23064  0.307
12 O -1.10055 1.99787 -2.78871  -0.604
13 H -0.99275 1.61751 -1.89849  0.309
14 H -1.24942 2.93820 -2.64408  0.308
15 O 1.42698 1.55175 1.10443  -0.613
16 H 0.75277 0.88141 0.89445  0.200
17 H 1.11400 1.97901 1.90892  0.280

Properties
**HOMO**: -10.41 eV
**Gap between HOMO and LUMO**: 0.31241 hartree
**Strongest force on any atom**: 0.87 eV/Å
**Energy above the lowest of the compared OMol25 structures with the same formula, charge and spin**: 64.8 kJ/mol
**E_tot**: -27340.25922 eV